(1)
Density functional theory data (the ωB97M-V functional and the def2-TZVPD basis) for 9 unconnected molecules or ions with the total composition C28H41F3O27PS.

Output
HOMO level = -11.946 eV
E_tot = -4161.90996 Eh
Strongest force on any atom = 4.2 eV/A
Frontier orbital gap = 0.268 Eh
Charge = +1

Cartesian coordinates (Å):
1 O -0.452327 -1.194039 -5.283862
2 P -0.222973 0.393650 -5.305090
3 O -1.023218 0.782365 -3.969151
4 S 1.977734 0.307804 -4.694921
5 C 2.551462 -0.859614 -3.388684
6 C 1.418837 -1.619934 -2.718223
7 O 0.494446 -0.812786 -2.013645
8 C 1.152030 0.027422 -1.095838
9 C 0.183439 0.430927 0.003612
10 F 0.874472 0.965603 1.035034
11 F -0.507817 -0.607482 0.478951
12 F -0.702017 1.360419 -0.433192
13 H -1.057965 -1.433401 -6.007489
14 H -0.579676 1.450707 -3.424817
15 H 2.099733 1.501738 -4.094685
16 H 3.194516 -1.569870 -3.919545
17 H 3.204838 -0.321606 -2.694791
18 H 0.869209 -2.181868 -3.475992
19 H 1.867627 -2.322698 -2.010573
20 H 1.485956 0.962420 -1.575035
21 H 2.006607 -0.474644 -0.621375
22 C -2.821596 -0.650564 2.868132
23 C -3.855028 0.430320 3.131724
24 O -4.987911 -0.334087 3.541607
25 C -4.558280 -1.527052 4.026414
26 O -5.230326 -2.315441 4.594400
27 O -3.231719 -1.685353 3.758978
28 H -1.802478 -0.347086 3.096816
29 H -2.865120 -1.027864 1.844522
30 H -3.564317 1.096074 3.946352
31 H -4.102531 1.022728 2.254628
32 C 3.508056 -3.033726 2.057716
33 C 2.469860 -3.687605 1.184963
34 O 2.580752 -2.912410 -0.032710
35 C 3.802488 -2.356291 -0.073725
36 O 4.223704 -1.776064 -1.038692
37 O 4.453207 -2.511548 1.081925
38 H 3.996701 -3.728966 2.732540
39 H 3.104321 -2.202180 2.632069
40 H 2.698407 -4.727370 0.954412
41 H 1.469733 -3.624618 1.595782
42 C -0.093984 -2.596704 4.708867
43 C -0.162431 -3.439822 5.970593
44 O 0.094224 -4.761173 5.468605
45 C 0.769954 -4.656982 4.315520
46 O 1.285981 -5.548575 3.719982
47 O 0.798335 -3.368721 3.893500
48 H 0.316442 -1.603100 4.867546
49 H -1.058430 -2.526172 4.201721
50 H 0.621217 -3.183325 6.683796
51 H -1.128759 -3.412262 6.464753
52 C 1.186788 4.657488 2.194720
53 C 2.075936 3.557007 2.745698
54 O 3.311134 4.240854 2.950384
55 C 3.053052 5.570861 3.092522
56 O 3.844969 6.379184 3.432066
57 O 1.756200 5.825644 2.780730
58 H 0.143247 4.563677 2.482914
59 H 1.255158 4.743024 1.107458
60 H 1.717847 3.174994 3.703610
61 H 2.222144 2.727657 2.060228
62 C -4.442150 1.221091 -3.352469
63 C -5.759978 0.479213 -3.489845
64 O -6.635516 1.518354 -3.937581
65 C -5.898308 2.483637 -4.532546
66 O -6.339198 3.393060 -5.151071
67 O -4.574411 2.264996 -4.317784
68 H -3.571254 0.612776 -3.577398
69 H -4.324477 1.668735 -2.363274
70 H -5.724446 -0.300042 -4.252920
71 H -6.125837 0.054175 -2.559784
72 C 7.714063 -2.735633 -1.254706
73 C 7.658695 -3.553028 0.019921
74 O 7.911807 -4.875049 -0.459345
75 C 8.588334 -4.786124 -1.633625
76 O 9.083893 -5.698811 -2.201262
77 O 8.604433 -3.499322 -2.069523
78 H 8.103359 -1.731171 -1.110456
79 H 6.742996 -2.676980 -1.749929
80 H 8.442628 -3.275995 0.726974
81 H 6.693387 -3.502555 0.514484
82 C 5.119902 1.540199 3.075632
83 C 3.731929 2.095493 2.812103
84 O 2.897118 0.957715 3.089061
85 C 3.570588 0.134823 3.930986
86 O 3.092295 -0.801654 4.490060
87 O 4.852667 0.521072 4.046661
88 H 5.814087 2.268499 3.483320
89 H 5.558818 1.072535 2.192739
90 H 3.463724 2.900394 3.496842
91 H 3.581990 2.427727 1.788514
92 C -9.889936 4.315748 -5.956694
93 C -9.653200 3.733392 -4.577111
94 O -10.892862 4.004591 -3.917349
95 C -11.860845 4.141337 -4.857686
96 O -13.022004 4.204738 -4.629791
97 O -11.308598 4.192701 -6.094547
98 H -9.387386 3.772420 -6.751344
99 H -9.620774 5.371551 -6.014220
100 H -9.496518 2.653670 -4.603168
101 H -8.830878 4.202158 -4.045621

Cartesian forces, eV/Å:
-0.29 0.18 -0.39
-0.70 0.23 0.13
0.69 0.07 -0.05
0.77 -0.24 -0.05
0.08 -0.29 0.09
0.09 -0.42 0.02
0.19 0.51 -0.16
-0.12 -0.07 0.20
0.04 -0.13 0.11
-0.29 0.05 -0.40
0.05 0.22 -0.10
0.20 -0.24 0.16
0.26 -0.32 0.07
-0.44 0.06 0.10
-0.12 0.04 0.06
-0.16 0.16 0.01
-0.21 0.07 -0.19
-0.12 0.10 0.26
0.11 0.00 -0.25
0.11 -0.11 0.18
-0.17 0.14 -0.09
0.04 0.12 -0.11
0.08 0.05 0.00
0.02 -0.05 0.01
-0.13 0.08 -0.01
0.03 -0.03 0.01
0.05 -0.02 0.01
0.01 -0.04 0.07
-0.02 0.01 0.00
0.01 -0.02 0.01
-0.11 -0.06 0.00
-0.06 -0.03 0.31
-0.08 -0.36 0.09
-0.03 0.03 0.02
0.00 -0.10 0.21
0.06 0.13 0.00
-0.16 0.00 -0.11
0.19 0.04 -0.10
0.04 0.00 -0.02
0.03 0.02 -0.04
-0.05 0.13 -0.13
-0.15 0.02 0.08
-0.03 0.13 0.06
0.01 0.00 0.01
0.02 0.01 0.01
0.05 -0.03 -0.05
0.02 0.20 -0.13
0.18 -0.05 -0.02
0.05 -0.09 0.09
0.02 0.00 -0.02
-0.04 -0.13 -0.06
0.15 -0.06 0.09
-3.07 1.55 -0.65
-0.76 3.74 -0.85
-0.43 0.86 -0.17
0.02 -0.17 0.03
0.17 0.24 0.11
0.02 0.08 0.08
0.01 -0.02 -0.01
-0.22 0.08 -0.09
-1.68 1.04 0.13
-0.03 -0.12 0.17
0.06 -0.04 -0.02
0.00 -0.01 -0.01
-0.04 -0.03 0.03
-0.04 0.04 -0.03
0.06 -0.02 -0.02
0.01 0.03 -0.09
-0.02 0.01 0.00
0.01 0.01 -0.01
-0.10 0.11 0.01
-0.07 0.10 0.00
0.01 0.12 0.08
-0.02 0.03 -0.01
-0.03 -0.01 -0.01
0.00 -0.01 -0.01
-0.01 0.00 0.03
0.12 -0.04 -0.06
-0.02 -0.01 0.02
0.02 -0.01 -0.02
-0.01 -0.16 -0.01
-0.09 -0.04 -0.14
2.79 -2.94 0.88
0.07 -0.61 -0.11
0.21 0.16 0.03
-0.20 -0.03 -0.06
-0.02 -0.15 0.08
-0.02 0.00 0.11
0.04 -0.04 -0.01
1.82 -3.02 0.53
1.16 -0.63 0.07
0.09 0.02 0.01
0.12 -0.03 -0.03
0.02 -0.01 0.01
0.02 0.00 -0.01
-0.02 0.00 0.01
0.01 0.01 -0.02
-0.10 -0.05 -0.03
0.00 0.01 0.02
0.00 0.00 -0.02
-0.08 0.05 0.07

***

(2)
Density functional theory data (the ωB97M-V functional and the def2-TZVPD basis) for a molecular structure, C14H17N4O5RbS2.

Output
HOMO level = -2.333 eV
E_tot = -1959.48324 Eh
Strongest force on any atom = 0.8 eV/A
ΔE to the lowest compared entry with this formula, charge and spin = 41.2 kJ/mol
Frontier orbital gap = 0.240 Eh
Charge = -2

Cartesian coordinates (Å):
1 Rb 0.129171 -0.286097 -0.255750
2 O -2.334666 -2.284947 -1.026955
3 C -3.129920 -2.715650 0.052248
4 C -2.584176 -2.366736 1.437888
5 N -2.152968 -0.992798 1.551854
6 C -3.175645 0.016518 1.294245
7 C -2.766661 1.039576 0.196774
8 O -2.419887 0.512771 -0.901218
9 O -2.801278 2.248091 0.482574
10 C -1.383504 -0.718424 2.762039
11 C -0.133377 -1.638540 2.943229
12 O -0.117328 -2.350719 3.965474
13 O 0.728837 -1.547501 2.038633
14 H -2.391101 -1.299573 -1.040308
15 H -3.202961 -3.805797 -0.012871
16 H -4.153233 -2.326992 -0.051649
17 H -1.721221 -2.999899 1.655320
18 H -3.368010 -2.628405 2.180739
19 H -3.441282 0.553199 2.212216
20 H -4.086856 -0.460578 0.921071
21 H -2.021006 -0.800074 3.658941
22 H -1.036802 0.318493 2.686313
23 C 4.656962 -2.963318 -3.930967
24 S 5.234004 -1.442483 -3.170995
25 C 3.714467 -0.548952 -2.708565
26 S 2.159397 -1.107297 -3.121927
27 N 4.047589 0.492790 -2.049903
28 N 3.039825 1.391674 -1.766829
29 C 2.844092 1.585430 -0.525250
30 C 1.807222 2.544977 -0.093920
31 C 1.063380 3.274946 -1.027977
32 C 0.034358 4.073261 -0.571226
33 C -0.207409 4.143095 0.792507
34 C 0.592141 3.398147 1.639275
35 N 1.570535 2.597490 1.219159
36 H 5.056341 -3.824226 -3.394857
37 H 3.565411 -2.968728 -3.869128
38 H 4.948925 -3.015604 -4.979911
39 H 3.375653 1.040471 0.253554
40 H 1.286861 3.139847 -2.076332
41 H -0.602420 4.604070 -1.266918
42 H -1.035204 4.712377 1.190087
43 H 0.411746 3.406118 2.709310

Cartesian forces, eV/Å:
0.38 -0.17 -0.36
0.03 0.14 0.13
-0.09 -0.04 -0.01
0.03 -0.07 0.04
0.09 0.08 -0.23
-0.11 0.10 0.04
0.00 -0.08 0.31
-0.13 0.02 -0.13
-0.06 -0.08 -0.10
-0.14 0.00 0.08
-0.23 0.06 0.14
-0.01 0.04 -0.02
0.09 -0.13 0.03
-0.05 0.06 -0.02
-0.01 0.00 0.01
0.01 0.01 -0.03
0.01 0.03 -0.02
0.02 0.00 -0.01
0.03 0.01 0.00
-0.02 -0.04 0.06
0.04 -0.02 -0.01
0.03 -0.01 0.08
-0.10 -0.10 -0.01
0.03 0.12 0.03
-0.21 -0.60 -0.41
-0.08 -0.03 -0.06
0.33 0.72 0.28
0.18 -0.35 0.18
-0.11 0.28 -0.09
-0.05 -0.02 -0.08
0.02 -0.09 0.15
0.02 -0.04 -0.07
-0.02 0.01 0.08
-0.08 -0.07 0.00
0.12 0.13 0.00
0.01 0.00 0.00
0.00 0.03 0.03
0.03 0.04 0.01
0.04 -0.02 0.01
-0.02 0.05 -0.03
0.00 0.00 -0.01
-0.01 0.00 -0.02
0.01 0.00 0.00